Density functional theory data (ωB97M-V with the def2-TZVPD basis set) for a cluster of 6 separate species, C32H49NO10S2 in total.

Results
SMILES = Sc1ccc2c(c1)Sc1ccccc1N2.CCOC(C)=O.CCOC(C)=O.CCOC(C)=O.CCOC(C)=O.CCOC(C)=O
LUMO = 0.6 eV
HOMO level = -7.5 eV
gap between HOMO and LUMO = 8.1 eV

Structure (XYZ):
```
94
Properties=species:S:1:pos:R:3:forces:R:3:lowdin_charge:R:1
S -8.318 -0.331 -1.035 0.5178 0.3807 0.3276 0.696
C -7.311 -0.047 0.458 2.1059 -0.2812 1.2143 -0.597
C -7.672 0.861 1.527 0.8411 -0.6343 -0.1814 -0.104
C -6.819 1.082 2.690 0.4876 -1.1384 -1.2359 -0.020
C -5.550 0.386 2.810 -1.9316 -0.3863 -1.6803 -0.234
C -5.207 -0.567 1.732 -0.4002 1.1568 0.5624 -0.418
C -6.048 -0.798 0.578 -0.3891 1.6094 1.7592 -0.111
S -3.601 -1.416 1.952 -0.2015 0.9025 0.0244 0.940
C -2.594 -0.044 2.629 -0.4449 1.3935 0.8833 -0.414
C -1.215 0.175 2.247 -1.3424 1.2093 1.1931 -0.082
C -0.512 1.323 2.821 -1.8647 -0.6614 0.3102 -0.082
C -1.212 2.190 3.752 -1.0510 -0.7083 -0.2732 -0.075
C -2.613 1.981 4.140 1.0992 -1.6994 -1.6532 -0.007
C -3.312 0.834 3.571 2.2588 0.7574 -0.0897 -0.230
N -4.683 0.580 3.935 0.3949 -0.0803 -1.7089 0.055
H -7.429 -0.008 -2.045 -0.3715 -0.1004 1.0211 -0.124
H -8.641 1.413 1.441 1.0592 -0.5113 0.1285 0.102
H -7.149 1.799 3.484 0.3613 -0.7459 -0.8519 0.109
H -5.702 -1.524 -0.189 -0.4383 0.7039 0.6131 0.102
H -0.766 -0.539 1.507 -0.4751 1.1183 1.1189 0.061
H 0.545 1.501 2.501 -1.1128 -0.0286 0.5203 0.096
H -0.722 3.088 4.203 -0.2859 -0.9979 -0.5177 0.085
H -3.141 2.673 4.842 0.7228 -0.6716 -0.7231 0.089
H -5.046 1.264 4.596 0.1672 -0.1961 -0.3035 0.126
C 3.583 -2.921 -1.730 -0.1246 -0.3236 0.0417 -0.052
C 3.286 -1.575 -1.113 0.3975 -0.2293 -0.1728 -0.204
O 1.874 -1.389 -0.935 -0.3374 0.4784 -0.0249 0.003
C 1.176 -1.833 0.115 0.0398 -0.5664 0.1926 -0.484
C 1.809 -2.816 1.061 0.2725 0.3234 0.4604 0.040
O 0.020 -1.490 0.247 0.6850 -0.5910 -0.5405 0.033
H 3.257 -3.742 -1.088 0.1118 0.0548 0.0863 0.048
H 4.652 -3.032 -1.913 -0.0537 0.0558 -0.0561 0.087
H 3.050 -3.030 -2.678 0.1146 0.1415 -0.0147 0.089
H 3.824 -1.413 -0.177 -0.1342 -0.0889 0.0590 0.120
H 3.611 -0.787 -1.794 -0.2634 0.0478 0.0465 0.121
H 1.526 -3.828 0.767 0.0592 0.0194 -0.0204 0.091
H 1.435 -2.615 2.066 -0.2034 -0.1051 -0.1416 0.097
H 2.892 -2.743 1.116 0.0037 -0.1580 -0.1972 0.079
C -1.916 0.291 -1.652 -0.1519 0.1152 -0.1067 -0.049
C -0.504 0.815 -1.505 -0.2421 -0.0731 0.0782 -0.221
O 0.032 1.225 -2.778 0.4777 0.0547 -0.1659 0.006
C -0.174 2.428 -3.332 -0.2191 0.0298 -0.2055 -0.535
C -1.233 3.331 -2.754 0.1808 0.3687 0.4947 0.007
O 0.437 2.746 -4.324 0.0336 -0.2447 0.2451 0.082
H -2.596 1.060 -2.025 -0.0053 0.0246 0.0950 0.067
H -2.294 -0.067 -0.692 0.0584 -0.0185 -0.0222 0.060
H -1.943 -0.531 -2.371 0.0921 -0.0219 0.1126 0.089
H -0.428 1.621 -0.770 -0.0877 0.0925 -0.1117 0.118
H 0.139 0.014 -1.150 -0.0896 0.3700 -0.4018 0.076
H -2.160 3.195 -3.311 0.0383 -0.0048 0.0178 0.096
H -0.898 4.363 -2.857 -0.0691 -0.0961 -0.2484 0.089
H -1.419 3.172 -1.694 -0.1429 -0.1644 -0.0634 0.069
C 0.766 7.371 6.714 -0.1452 0.0953 0.1058 -0.066
C 0.681 6.202 5.754 0.0622 0.2812 0.0892 -0.232
O -0.407 5.332 6.090 0.1247 -0.5158 -0.0421 -0.004
C -1.678 5.525 5.697 -0.3670 0.2264 0.0983 -0.525
C -2.069 6.850 5.096 0.1335 0.0623 -0.6023 0.014
O -2.501 4.668 5.891 0.3976 0.0596 0.0550 0.088
H -0.131 7.991 6.674 0.0610 0.0243 -0.0869 0.067
H 1.629 7.997 6.482 -0.0193 -0.0417 0.0045 0.083
H 0.856 7.013 7.742 0.0812 -0.0352 -0.0934 0.086
H 0.620 6.519 4.711 -0.1041 0.0269 0.0439 0.115
H 1.587 5.600 5.841 -0.2012 -0.1617 0.0240 0.124
H -2.481 7.489 5.877 0.0157 -0.0327 -0.0204 0.098
H -2.832 6.671 4.338 -0.0983 -0.0417 0.2421 0.094
H -1.253 7.367 4.595 0.0399 0.0874 0.1820 0.069
C -0.038 -7.823 -1.169 0.0898 -0.1673 0.0914 -0.065
C 0.593 -6.499 -1.547 -0.1746 -0.2514 -0.0612 -0.229
O 1.704 -6.192 -0.694 0.0307 0.5722 0.2118 -0.019
C 2.957 -6.648 -0.888 0.5181 -0.3647 0.1207 -0.531
C 3.190 -7.753 -1.885 0.0056 0.1824 -0.6078 0.012
O 3.866 -6.222 -0.221 -0.6537 0.1222 -0.1152 0.098
H 0.662 -8.651 -1.288 -0.0350 0.0278 -0.0998 0.067
H -0.915 -8.021 -1.788 0.0256 0.0338 0.0256 0.083
H -0.343 -7.814 -0.121 -0.0447 0.0880 -0.0856 0.086
H 0.885 -6.456 -2.598 0.0837 -0.0656 0.0530 0.116
H -0.133 -5.699 -1.396 0.2122 0.0725 0.1193 0.124
H 3.195 -8.709 -1.363 -0.0012 0.0411 -0.0083 0.098
H 4.161 -7.593 -2.353 0.0304 -0.0723 0.2586 0.095
H 2.461 -7.782 -2.692 -0.1117 -0.1291 0.1192 0.069
C 3.674 1.432 -5.474 -0.0731 -0.1859 -0.0063 -0.059
C 5.077 1.270 -4.924 -0.2992 0.1453 -0.2609 -0.229
O 5.267 -0.036 -4.360 0.2663 -0.0417 0.4587 -0.009
C 5.607 -1.126 -5.071 -0.1686 -0.2756 -0.1685 -0.529
C 5.536 -1.075 -6.575 0.5046 0.2605 -0.2822 0.009
O 5.895 -2.146 -4.499 -0.0950 0.3579 0.1232 0.093
H 3.476 0.729 -6.285 0.0695 0.0776 -0.0480 0.069
H 3.523 2.444 -5.852 -0.0229 -0.0318 0.0600 0.086
H 2.934 1.234 -4.697 0.0416 0.1510 -0.0242 0.076
H 5.848 1.490 -5.666 -0.0194 -0.1201 -0.0198 0.112
H 5.226 1.976 -4.106 0.0686 -0.2350 0.0917 0.122
H 4.574 -1.473 -6.900 0.0288 0.0233 0.0254 0.098
H 6.337 -1.695 -6.978 -0.1876 -0.1553 0.1141 0.091
H 5.677 -0.080 -6.991 -0.2167 0.0249 0.0221 0.068
```
Forces are in eV/Å.